[1]
DFT (ωB97M-V with the def2-TZVPD basis set) results for a structure of composition C13H22ClI2NOOsP.

Atoms and positions in Å:
I1 5.02 0.68 -2.09
I2 3.39 -1.37 -1.16
Os1 -0.36 -0.24 -0.86
P1 -1.73 0.00 -2.62
C1 -0.72 0.21 -4.12
C2 -2.79 -1.41 -3.07
H1 -3.42 1.48 -1.76
H2 -3.35 1.54 -3.55
H3 -2.11 2.37 -2.56
C3 -2.75 1.49 -2.63
H4 -3.58 -1.54 -2.32
H5 -3.23 -1.29 -4.07
H6 -1.36 0.19 -5.01
H7 0.00 -0.61 -4.15
H8 -2.18 -2.32 -3.05
H9 -0.16 1.15 -4.06
C4 0.82 1.02 -1.55
O1 1.52 1.89 -1.93
Cl1 -1.98 -1.64 0.14
C5 1.76 -2.87 1.95
N1 1.56 -1.46 2.37
C6 2.71 -0.97 3.18
C7 1.27 -0.54 1.18
C8 0.48 0.69 1.55
C9 0.64 1.43 2.74
C10 -0.44 2.23 3.19
C11 -1.49 2.53 2.32
C12 -1.52 1.98 1.02
C13 -0.56 1.04 0.67
H10 2.60 -2.93 1.24
H11 0.85 -3.22 1.48
H12 1.96 -3.47 2.84
H13 0.69 -1.40 2.92
H14 3.46 -0.54 2.52
H15 2.38 -0.23 3.90
H16 3.14 -1.83 3.71
H17 2.25 -0.31 0.71
H18 0.65 -1.23 0.49
H19 1.59 1.43 3.29
H20 -0.43 2.64 4.21
H21 -2.30 3.17 2.65
H22 -2.27 2.25 0.29

* 2S+1: 5
* total charge: +3

---

[2]
DFT (ωB97M-V with the def2-TZVPD basis set) results for a structure of composition C24H30AsN4OS2Sr.

Atoms and positions in Å:
Sr1 -1.53 2.34 -0.14
S1 -1.58 -0.26 -1.18
C1 -0.23 -0.68 -2.27
C2 -0.48 -1.72 -3.16
C3 0.47 -2.14 -4.08
C4 1.71 -1.52 -4.12
C5 1.98 -0.48 -3.25
C6 1.03 -0.04 -2.33
As1 1.50 1.35 -1.06
C7 0.64 2.91 -1.90
C8 0.60 4.11 -1.18
C9 -0.41 5.05 -1.41
C10 -1.40 4.79 -2.36
C11 -1.32 3.64 -3.12
C12 -0.31 2.71 -2.90
C13 3.38 1.66 -1.41
C14 3.83 2.37 -2.52
C15 5.18 2.55 -2.72
C16 6.10 2.04 -1.81
C17 5.65 1.34 -0.70
C18 4.29 1.16 -0.49
H1 -1.45 -2.20 -3.13
H2 0.24 -2.96 -4.75
H3 2.46 -1.84 -4.83
H4 2.95 0.00 -3.29
H5 1.32 4.28 -0.38
H6 -0.43 5.96 -0.83
H7 -2.20 5.50 -2.52
H8 -2.06 3.43 -3.88
H9 -0.30 1.79 -3.47
H10 3.12 2.76 -3.24
H11 5.53 3.10 -3.59
H12 7.16 2.19 -1.97
H13 6.37 0.95 0.01
H14 3.95 0.62 0.39
N1 -0.37 -2.93 3.62
C19 -1.72 -3.13 4.18
C20 -2.56 -4.08 3.32
C21 -3.03 -3.52 1.98
N2 -1.91 -3.43 1.04
C22 -3.66 -2.14 2.16
C23 -2.79 -1.17 2.97
N3 -1.55 -0.83 2.21
C24 -2.41 -1.77 4.32
H15 -0.03 -3.77 3.18
H16 0.28 -2.68 4.35
H17 -0.86 -1.60 2.37
H18 -1.66 -3.57 5.18
H19 -3.45 -4.35 3.90
H20 -2.01 -5.01 3.16
H21 -3.82 -4.19 1.61
H22 -2.21 -3.06 0.14
H23 -1.52 -4.35 0.85
H24 -4.60 -2.25 2.69
H25 -3.90 -1.71 1.18
H26 -3.34 -0.24 3.11
H27 -1.08 0.06 2.46
H28 -1.72 -0.79 1.20
H29 -3.33 -1.89 4.90
H30 -1.78 -1.08 4.87
O1 0.40 3.60 3.79
S2 -0.50 3.26 2.71
N4 -0.64 1.89 2.16

* total charge: +1

---

[3]
DFT (ωB97M-V with the def2-TZVPD basis set) results for an isolated molecule of C5H9ClOSi.

Atoms and positions in Å:
C1 -1.27 -1.54 1.67
C2 -0.87 -0.96 0.54
Si1 0.22 0.57 0.24
Cl1 1.11 1.11 2.00
C3 -0.66 1.85 -0.75
C4 -1.77 2.38 -0.39
O1 1.74 -0.01 -1.17
C5 2.45 -1.13 -1.02
H1 -1.93 -2.30 1.83
H2 -0.82 -1.18 2.55
H3 -1.27 -1.41 -0.39
H4 -0.33 1.83 -1.85
H5 -2.35 3.24 -0.91
H6 -2.20 2.28 0.63
H7 2.62 -1.42 0.09
H8 3.45 -1.17 -1.63
H9 1.90 -2.13 -1.46

* SMILES: C=C[Si](Cl)(C=C)OC

---

[4]
DFT (ωB97M-V with the def2-TZVPD basis set) results for a cluster of 2 separate species, C7H17N2 in total.

Atoms and positions in Å:
C1 -0.63 -0.48 0.55
C2 3.15 -0.15 0.06
C3 0.49 0.15 1.01
C4 3.17 -0.29 -1.35
C5 -3.71 0.20 0.03
C6 -1.36 -0.22 -0.79
C7 -2.42 0.82 -0.41
N1 3.40 0.94 0.68
N2 -1.38 -1.55 1.16
H1 0.93 0.01 1.95
H2 0.81 1.12 0.55
H3 3.37 -1.09 0.57
H4 2.58 -1.15 -1.80
H5 4.21 -0.51 -1.68
H6 2.90 0.71 -1.82
H7 -4.08 -0.40 -0.81
H8 -4.62 0.86 0.38
H9 -3.49 -0.44 0.91
H10 -0.69 0.22 -1.42
H11 -1.89 -0.98 -1.42
H12 -2.13 1.56 0.40
H13 -2.59 1.40 -1.27
H14 3.53 1.78 0.10
H15 3.93 1.03 1.54
H16 -1.16 -1.93 2.04
H17 -2.32 -1.61 0.85

* 2S+1: 3
* total charge: +1

---

Number 1: calculated total energy -2124.98332 Eh. Number 2: calculated total energy -4289.52319 Eh. Number 3: calculated total energy -1020.78435 Eh. Number 4: calculated total energy -385.99953 Eh.